No. 1
Formula: C2HBr4IS
Source: the OMol25 dataset
Level of theory: the ωB97M-V functional and the def2-TZVPD basis

Geometry (Å):
C -0.431 0.266 -0.730
C -0.334 1.585 -0.949
S 0.349 2.824 0.065
Br -1.112 -0.905 -2.004
Br -3.051 1.268 0.925
Br -0.897 2.406 -2.545
Br 3.146 1.444 -2.349
I 1.019 1.770 2.056
H -0.109 -0.201 0.187

- F_max (hartree/bohr) = 0.012
- relative energy (zero: lowest compared OMol25 entry of this formula, charge and spin) (eV) = 2.169
- DFT total energy (eV) = -301193.19173
- multiplicity = 1
- frontier orbital gap (spin up / spin down) (eV) = 5.24 / 5.56
- HOMO energy (spin up / spin down) (eV) = -8.936 / -8.945

=====

No. 2
Formula: C6H4N2O
Source: the OMol25 dataset
Level of theory: the ωB97M-V functional and the def2-TZVPD basis

Geometry (Å):
C -1.834 0.141 -0.064
C -0.853 -1.186 0.013
C 0.415 -0.608 -0.181
C 2.362 0.007 0.075
C 0.499 0.946 -0.037
C -0.864 1.354 -0.243
H -1.376 -1.955 -0.672
H -1.212 -1.423 1.033
H 3.394 0.026 -0.181
H -1.024 2.586 -0.074
N 1.614 -1.173 -0.029
N 1.874 1.164 0.200
O -2.994 0.121 0.160

- F_max (hartree/bohr) = 0.118
- relative energy (zero: lowest compared OMol25 entry of this formula, charge and spin) (eV) = 2.906
- SMILES = O=C1C=C2N=CN=C2C1
- DFT total energy (eV) = -11310.72237
- multiplicity = 1
- frontier orbital gap (eV) = 8.58
- HOMO energy (eV) = -10.204

=====

No. 3
Formula: C9H14
Source: the OMol25 dataset
Level of theory: the ωB97M-V functional and the def2-TZVPD basis

Geometry (Å):
C -1.884 3.050 -0.878
C -1.138 -0.845 0.564
C -1.528 -0.756 -0.681
C -1.107 0.269 1.541
C -2.010 0.581 -1.109
C -1.226 1.547 1.017
C -1.787 1.661 -0.302
H -0.594 -1.718 0.960
H -1.798 -1.480 -1.435
H -0.791 0.007 2.516
H -2.669 0.727 -1.973
H -1.168 2.526 1.521
H -0.862 3.401 -1.058
H -2.558 3.686 -0.315
H -2.272 3.104 -1.885
C 3.358 -2.023 -0.506
C 2.520 -1.956 0.733
H 4.424 -2.114 -0.066
H 3.004 -2.878 -1.070
H 3.161 -1.142 -1.140
H 2.723 -2.616 1.550
H 1.440 -1.958 0.619
H 2.765 -1.072 1.398

- F_max (hartree/bohr) = 0.115
- relative energy (zero: lowest compared OMol25 entry of this formula, charge and spin) (eV) = 1.813
- DFT total energy (eV) = -9549.62829
- multiplicity = 2
- frontier orbital gap (spin up / spin down) (eV) = 9.35 / 5.50
- HOMO energy (spin up / spin down) (eV) = -13.932 / -13.931
- total charge = +1

=====

No. 4
Formula: C30H64Cl2NO13P2S2
Source: the OMol25 dataset
Level of theory: the ωB97M-V functional and the def2-TZVPD basis

Geometry (Å):
C 0.522 0.459 5.971
C 0.105 1.142 4.939
C 0.761 1.229 3.587
P -0.137 0.272 2.151
O -0.573 -0.425 0.620
C -0.552 -1.255 3.200
C -1.066 -2.468 2.445
O 0.004 -3.213 1.804
C -0.442 -3.705 0.596
C -1.723 -4.568 0.434
O 0.131 -3.449 -0.366
C -1.869 1.140 2.331
Cl -1.898 2.530 1.119
C -3.094 0.236 2.001
C -4.327 1.065 1.524
Cl -3.740 -0.624 3.485
O 0.351 1.672 1.185
C 1.474 1.477 0.400
C 1.197 1.454 -1.099
C 0.419 2.762 -1.471
C 1.216 3.608 -2.497
C 0.755 3.384 -3.960
C 1.970 3.478 -4.926
C 1.653 4.178 -6.279
C 1.666 3.177 -7.483
C 2.790 3.487 -8.513
C 3.905 2.418 -8.517
C 3.663 1.383 -9.631
C 4.530 0.126 -9.382
C 3.814 -0.873 -8.420
C 2.296 0.301 1.068
P 3.586 -0.563 0.118
N 4.138 0.287 -1.071
O 3.097 -2.019 -0.404
O 4.821 -0.828 1.180
O 1.458 -0.481 1.845
H 1.542 0.123 6.122
H -0.194 0.261 6.763
H -0.792 1.743 5.088
H 1.787 0.879 3.724
H 0.806 2.278 3.295
H 0.041 -1.121 0.360
H 0.412 -1.548 3.626
H -1.201 -1.034 4.043
H -1.484 -3.159 3.198
H -1.873 -2.272 1.743
H -2.341 -4.093 -0.322
H -2.242 -4.684 1.385
H -1.407 -5.539 0.056
H -2.042 1.632 3.286
H -2.935 -0.498 1.220
H -5.194 0.424 1.731
H -4.327 1.227 0.452
H -4.477 1.963 2.116
H 2.081 2.383 0.567
H 0.519 0.633 -1.343
H 2.091 1.416 -1.714
H -0.572 2.521 -1.856
H 0.326 3.370 -0.570
H 1.076 4.675 -2.284
H 2.285 3.416 -2.371
H 0.013 4.147 -4.200
H 0.315 2.388 -4.044
H 2.319 2.461 -5.099
H 2.742 4.073 -4.439
H 2.472 4.876 -6.472
H 0.730 4.756 -6.254
H 0.699 3.265 -7.983
H 1.817 2.155 -7.134
H 3.188 4.494 -8.381
H 2.323 3.479 -9.504
H 4.885 2.859 -8.709
H 3.876 1.859 -7.579
H 3.943 1.769 -10.616
H 2.607 1.098 -9.668
H 5.442 0.452 -8.875
H 4.796 -0.377 -10.312
H 3.871 -1.897 -8.782
H 4.210 -0.794 -7.409
H 2.765 -0.574 -8.358
H 2.919 0.846 1.808
H 5.120 0.506 -0.949
H 3.624 -2.674 0.076
H 5.611 -0.893 0.625
O -3.892 4.569 7.842
S -4.057 3.971 6.551
O -2.963 3.871 5.641
O -5.281 4.681 5.810
C -5.262 6.113 5.701
C -4.328 6.586 4.603
C -4.799 2.385 6.730
H -5.005 6.563 6.662
H -6.283 6.412 5.466
H -3.288 6.380 4.855
H -4.434 7.661 4.451
H -4.541 6.070 3.666
H -5.663 2.471 7.384
H -4.057 1.723 7.171
H -5.087 2.020 5.747
O -1.186 -9.770 1.358
S -1.721 -9.466 2.648
O -2.777 -8.517 2.805
O -0.526 -9.082 3.626
C 0.386 -8.043 3.211
C -0.199 -6.659 3.399
C -2.182 -10.965 3.453
H 0.697 -8.205 2.178
H 1.272 -8.151 3.834
H -1.037 -6.477 2.727
H 0.553 -5.892 3.209
H -0.577 -6.547 4.416
H -1.360 -11.671 3.378
H -3.062 -11.352 2.944
H -2.416 -10.747 4.492

- F_max (hartree/bohr) = 0.104
- DFT total energy (eV) = -125548.36932
- multiplicity = 1
- frontier orbital gap (eV) = 6.94
- HOMO energy (eV) = -5.161
- total charge = -1

=====

Question: Among the records above, which one has the highest multiplicity?
Answer: C9H14